# 1
DFT (wB97M-V/def2-TZVPD) results for one molecule with the formula C16H17Cl2N3O3S at a distorted geometry.

```
! RIJCOSX wB97M-V def2-TZVPD def2/J DEFGRID3
* xyz 0 1
H -2.61640 0.85400 4.39165
H -0.00383 -1.44782 -3.90074
H 3.42664 -2.00311 -5.47979
H 0.02362 1.01484 -0.04787
H 2.83289 -2.36825 -3.06336
C 2.52940 -1.56547 -5.05063
H -1.70770 0.33541 0.83637
C 2.72338 -1.18169 1.60543
C -4.07957 0.84083 1.36549
C -5.62980 1.32196 2.94152
H 2.35179 -0.59987 -5.51573
H 3.62207 -0.80246 -3.36781
Cl 4.25072 -1.15952 -0.60966
O 0.86773 1.57783 -2.10773
C -3.03641 0.72535 2.29831
O 3.28568 1.12136 -2.24959
C -4.69178 1.23503 3.95580
C 2.72107 -1.38944 -3.54711
H -0.88098 -2.69192 -1.93347
H 3.50759 -1.77334 2.04952
C 0.73409 0.36526 0.44085
H 0.74897 -3.22778 -2.33463
C 0.31036 -1.17884 -2.88821
H -0.32396 -0.35993 -2.54556
C 1.58828 -0.85646 2.32025
H 1.68981 -2.22107 -5.26753
N 1.64630 -0.63775 -2.94298
C 0.16235 -2.38970 -1.96684
H 1.46730 -1.18555 3.34125
C 2.85792 -0.74246 0.29171
S 1.96034 0.65925 -1.98228
C 1.86641 0.03937 -0.28040
C -3.37792 0.93302 3.63314
O -0.58610 0.21864 3.78971
H 0.48987 -2.15462 -0.95660
N -5.31872 1.12587 1.66899
C -0.63165 0.20518 2.57880
Cl -3.74728 0.59739 -0.32018
H -6.66724 1.55381 3.13281
C 0.57097 -0.09619 1.74301
N -1.76259 0.42319 1.84543
H -4.97566 1.39982 4.98259
*
```

Results
Highest occupied orbital energy: -9.0899 eV
Structure (SMILES): CCN(CC)S(=O)(=O)c1cc(C(=O)Nc2cccnc2Cl)ccc1Cl
Max |F|: 1.12 eV/Å
ΔE to the lowest compared entry with this formula, charge and spin: 0.00 kJ/mol
LUMO: -0.2 eV
Energy: -63361.213 eV

Just the Mulliken charges please, in e? Sure, here they are: 0.524, 0.395, 0.426, 0.859, 0.311, -1.462, -0.170, -0.760, 0.339, -0.334, 0.327, 0.424, -0.160, -0.718, 0.557, -0.681, -0.480, -0.346, 0.408, 0.473, -0.478, 0.345, -0.795, 0.442, -0.675, 0.342, 0.250, -0.965, 0.466, 0.446, 1.336, -0.599, -0.437, -0.668, 0.151, -0.534, 0.612, -0.212, 0.390, 0.286, -0.034, 0.396

# 2
DFT (wB97M-V/def2-TZVPD) results for one molecule with the formula C16H17ClFN3O3S at a distorted geometry.

```
! RIJCOSX wB97M-V def2-TZVPD def2/J DEFGRID3
* xyz 0 1
H -3.44435 -1.04158 1.92241
Cl 6.81032 -2.75771 0.09602
H -5.17256 1.80518 0.43326
C 5.60827 1.87797 -0.13701
C 0.33901 0.01135 -1.71170
C -2.64577 0.51792 0.84127
C 0.94046 -0.80385 0.43290
H 7.56932 2.34623 0.34631
N 1.41515 0.84185 -1.82135
O 3.55996 1.00743 -1.05454
F 8.51700 -0.20960 0.84965
H -2.91066 1.55090 0.58511
H 2.83791 -0.40598 1.15326
C 5.19387 -0.46484 -0.55906
H -0.49249 0.17367 -2.38746
H -5.89438 -0.84608 -0.52219
N -2.56145 -0.28973 -0.66676
C 4.68346 0.71370 -0.49517
O -1.90888 -2.19970 -1.81516
C -5.71234 1.12083 0.96318
C -4.76558 -0.75583 -0.31146
C -0.07544 -0.69718 -0.70202
H -6.01728 1.64585 1.97875
C 6.74569 1.51638 0.44042
C -3.76880 0.04798 1.59654
H 4.45165 -1.18556 -0.85451
H 0.65770 -1.50787 1.12916
C 2.28059 0.57182 -0.99269
H -3.65055 -0.65856 -2.03543
O -1.78362 -2.31392 0.93188
H -4.64277 -1.83025 -0.03947
S -1.69149 -1.57437 -0.43778
C -3.80539 -0.26145 -1.22844
H 5.25420 2.84575 -0.10801
C 2.17495 -0.46595 0.15018
H -3.92532 0.48868 2.44038
H -6.88434 1.01108 0.68290
C 6.31124 -0.86914 0.10833
N -4.91084 -0.15256 0.97431
H -4.12889 0.77809 -1.70487
C 7.17355 0.08327 0.29264
H -1.73110 0.33580 1.23623
*
```

Results
Highest occupied orbital energy: -8.7056 eV
Structure (SMILES): CN1CCN(S(=O)(=O)c2ccc(Oc3ccc(F)c(Cl)c3)nc2)CC1
Max |F|: 10.45 eV/Å
LUMO: 0.0 eV
Energy: -53543.326 eV

Just the Mulliken charges please, in e? Sure, here they are: 0.256, -0.197, 0.473, -0.794, -0.154, -0.740, -1.057, 0.277, -0.564, -0.447, -0.312, 0.377, 0.192, 0.097, 0.394, 0.481, -0.106, 0.361, -0.759, -1.028, -0.720, 0.032, 0.268, -0.448, -1.044, 0.531, 0.600, 0.953, 0.917, -0.611, 0.373, 1.251, -1.262, 0.468, -0.197, 0.789, 0.265, -0.332, 0.058, 0.262, 0.531, 0.566

# 3
DFT (wB97M-V/def2-TZVPD) results for one molecule with the formula C16H17ClN2O2.

```
! RIJCOSX wB97M-V def2-TZVPD def2/J DEFGRID3
* xyz 0 1
C 2.83103 0.88633 0.31924
H 2.41588 2.22464 2.77615
H 0.75448 -0.79766 2.37906
H -4.11427 -2.42625 2.22036
H 3.84404 0.03864 -1.36564
C -3.20591 0.75685 -1.68158
O -2.29410 -1.84594 1.40588
H 1.35224 -2.62783 0.85675
H -0.74313 -0.13352 0.46778
N -1.03083 1.75112 -1.43652
C 1.76820 -1.64379 0.70890
C -0.04350 2.40697 -0.72683
C 3.17131 -0.13958 -0.54181
C -1.97599 0.81490 -1.02288
C 2.63326 -1.40106 -0.34351
H 0.42924 3.65976 2.17607
H -4.66272 -1.76819 0.02449
H -1.04799 2.00270 -2.41476
H 3.24501 1.86884 0.15512
C 0.85118 2.92469 1.48245
C -3.90200 -1.05854 -0.25692
C 1.43316 -0.60461 1.55985
C -1.71056 -0.09239 -0.00610
O 0.83882 3.00090 -1.31234
H -2.67232 -3.39385 2.61292
C 1.54150 1.80282 2.27592
H 1.56430 3.42739 0.82642
C -4.14748 -0.17344 -1.29515
H -3.42428 -3.54027 1.00555
C 1.95388 0.67032 1.37620
H -0.95380 1.91598 1.04162
N -0.18840 2.41795 0.62236
C -3.18712 -2.85087 1.82180
Cl 3.04874 -2.68895 -1.42211
H 0.86029 1.42768 3.04284
H -5.09780 -0.21398 -1.80626
C -2.67100 -1.02242 0.38728
H -3.41101 1.44080 -2.49094
*
```

Results
Highest occupied orbital energy: -8.4986 eV
Structure (SMILES): COc1cccc(NC(=O)NCCc2ccc(Cl)cc2)c1
Max |F|: 0.56 eV/Å
ΔE to the lowest compared entry with this formula, charge and spin: 10.15 kJ/mol
LUMO: 0.7 eV
Energy: -36466.501 eV

Just the Mulliken charges please, in e? Sure, here they are: -0.198, 0.346, 0.292, 0.364, 0.426, -0.676, -0.370, 0.437, 0.688, -0.064, -0.410, 0.341, -0.765, 0.010, 0.274, 0.374, 0.425, 0.262, 0.350, -0.907, -0.531, -0.474, 0.224, -0.676, 0.227, -0.994, 0.414, -0.833, 0.383, 0.654, 0.321, -0.105, -0.941, -0.236, 0.376, 0.366, 0.203, 0.424